The following is a quantum chemistry calculation of a structure of composition C41H33Br2F10N5O2ReSi in a non-equilibrium geometry, from the Open Molecules 2025 dataset.

Last column: Mulliken spin population.
Geometry (Å):
Re -0.098 -0.278 0.152  0.807
C 2.280 0.919 1.636  0.019
N 1.355 -0.246 1.648  0.002
C 2.184 -1.475 1.427  -0.001
C 1.404 -2.562 0.722  0.046
N 0.708 -1.934 -0.414  -0.042
C 0.433 -2.742 -1.542  0.018
C 0.270 -4.124 -1.467  -0.002
F 0.292 -4.754 -0.290  -0.001
C 0.014 -4.902 -2.579  0.005
F -0.146 -6.212 -2.442  0.000
C -0.107 -4.320 -3.821  -0.006
F -0.364 -5.058 -4.884  -0.001
C 0.023 -2.951 -3.932  0.004
F -0.105 -2.370 -5.113  0.000
C 0.288 -2.188 -2.813  -0.024
F 0.387 -0.885 -2.986  -0.002
C 0.582 -0.277 2.927  -0.003
C -0.574 -1.268 2.874  -0.006
N -1.081 -1.281 1.497  -0.041
C -2.038 -2.171 1.045  -0.001
C -2.446 -2.072 -0.288  0.021
F -1.979 -1.023 -1.041  0.017
C -3.286 -2.961 -0.913  0.000
F -3.602 -2.799 -2.190  0.000
C -3.807 -4.017 -0.189  0.007
F -4.621 -4.890 -0.761  0.000
C -3.464 -4.139 1.140  -0.002
F -3.953 -5.142 1.852  0.000
C -2.600 -3.239 1.742  0.004
F -2.311 -3.444 3.030  0.000
H 2.975 0.831 2.478  0.001
H 2.827 0.892 0.692  -0.003
H 1.702 1.826 1.723  -0.004
H 2.967 -1.158 0.744  -0.008
H 2.607 -1.807 2.378  0.004
H 2.109 -3.315 0.387  0.001
H 0.672 -3.054 1.365  -0.007
H 1.263 -0.513 3.748  -0.001
H 0.207 0.732 3.072  0.008
H -0.256 -2.257 3.198  -0.001
H -1.346 -0.935 3.571  0.000
C 4.563 -1.930 -3.334  0.000
Si 4.408 -1.343 -1.545  0.001
C 4.178 -2.975 -0.623  0.001
C 6.077 -0.726 -0.901  0.000
N 3.126 -0.248 -1.291  0.005
C 3.036 0.842 -2.100  0.002
C 4.106 1.346 -2.902  0.000
C 3.975 2.328 -3.864  0.000
C 2.743 2.917 -4.093  0.000
C 1.685 2.546 -3.274  -0.003
C 1.851 1.603 -2.270  0.008
O 0.715 1.328 -1.373  0.037
C -0.345 2.244 -1.501  0.059
C -0.224 3.505 -0.951  -0.002
C -1.309 4.363 -0.997  0.000
C -2.504 3.959 -1.590  0.000
C -2.598 2.696 -2.153  0.009
C -1.506 1.832 -2.121  -0.033
H 5.584 -2.247 -3.576  0.000
H 4.269 -1.166 -4.054  0.000
H 3.908 -2.797 -3.484  0.000
H 4.997 -3.620 -0.966  0.000
H 3.248 -3.492 -0.882  0.000
H 4.265 -2.905 0.468  -0.001
H 6.916 -1.199 -1.425  0.000
H 6.181 -0.971 0.163  0.000
H 6.188 0.358 -0.999  0.000
H 5.086 0.902 -2.757  0.000
H 4.843 2.623 -4.445  0.000
H 2.595 3.660 -4.867  0.000
H 0.727 3.012 -3.439  0.000
H 0.711 3.797 -0.488  0.000
H -1.227 5.349 -0.558  0.000
H -3.352 4.632 -1.617  0.000
H -3.518 2.375 -2.627  0.000
H -1.555 0.852 -2.580  -0.010
Br -0.179 3.976 2.530  0.002
C -1.845 3.245 2.025  0.020
C -2.963 4.030 2.376  -0.007
C -4.217 3.613 2.074  0.015
Br -5.676 4.732 2.513  0.001
C -4.422 2.363 1.441  -0.001
C -5.701 1.828 1.162  0.001
C -5.810 0.607 0.569  -0.004
C -4.626 -0.086 0.247  0.005
N -3.426 0.373 0.488  -0.003
C -3.296 1.587 1.080  -0.007
C -1.959 2.054 1.333  -0.003
O -0.927 1.358 0.864  0.100
H -2.803 4.977 2.872  0.001
H -6.580 2.400 1.426  0.000
H -6.775 0.167 0.352  0.000
H -4.687 -1.063 -0.231  0.000

Values from the calculation:
- LUMO (alpha / beta) (eV) = -1.229 / -1.206
- spin multiplicity = 2
- molecular weight (g/mol) = 1191.8
- HOMO level (alpha / beta) (eV) = -6.3 / -6.3
- total charge = 0
- total energy (eV) = -231862.9896
- orbital gap (alpha / beta) (eV) = 5.11 / 5.14